Here is a 11-piece molecular cluster, C15H52N14O11 overall from OMol25. Energies are from ωB97M-V/def2-TZVPD.

Computed properties:
* E: -2197.2200 Ha
* energy above the lowest of the compared OMol25 structures with the same formula, charge and spin: 0.021 eV

The geometry in XYZ format:
```
92
Properties=species:S:1:pos:R:3:forces:R:3
N -0.2526 11.7845 10.2061 0.82 0.78 -0.16
C -0.9517 10.6433 10.0077 2.18 -1.11 -0.40
N -0.1900 9.4843 9.7786 -0.15 -0.68 0.23
O -2.1544 10.6170 10.0037 -1.31 -0.33 0.18
H 0.7349 11.8940 9.9598 -0.81 -0.41 0.13
H -0.8334 12.5976 10.0559 -0.13 0.38 0.19
H -0.6954 8.6085 9.8873 -0.01 0.56 -0.16
H 0.8193 9.3391 9.8774 -0.79 0.86 0.10
N -7.0589 7.1101 14.9496 0.25 0.13 0.10
C -6.3896 5.9525 14.5597 0.99 -1.02 -0.31
N -5.0102 6.0191 14.5564 -0.82 -1.30 -0.83
O -6.9526 4.9315 14.1812 -0.25 0.99 0.20
H -7.9243 6.8259 15.3512 -0.86 0.05 0.13
H -6.5565 7.7421 15.5715 0.22 -0.31 -0.22
H -4.6407 5.0728 14.3191 -0.04 1.51 0.66
H -4.5795 6.6213 15.2292 0.63 0.13 0.22
N -6.8835 12.5021 11.0643 -1.93 -2.16 -0.39
C -5.5636 12.6193 10.7360 3.06 -2.52 0.61
N -4.6569 11.6360 11.2491 -2.78 2.71 -1.02
O -5.0912 13.5114 10.0513 -0.60 0.64 0.06
H -7.4153 13.1472 10.5176 -0.22 0.74 -0.20
H -7.3739 11.5442 10.9045 1.54 1.44 0.50
H -4.9568 10.8475 11.7517 -0.41 -0.85 0.63
H -3.7150 11.7679 10.9808 1.00 -0.31 -0.39
N -4.7944 15.9708 17.2036 -1.42 -3.14 -2.14
C -5.2654 14.7562 16.6346 -0.77 0.07 0.33
N -4.7234 13.5151 17.0058 0.44 2.40 0.27
O -6.2477 14.8109 15.8825 0.60 -0.19 0.15
H -4.0949 15.9363 17.8776 1.19 0.39 1.17
H -5.3459 16.7583 16.9229 0.21 0.21 0.27
H -3.7621 13.5874 17.3182 0.02 -0.33 0.12
H -5.0039 12.6731 16.5161 -0.12 0.29 -0.21
N -6.6455 12.5498 14.1280 0.52 -0.30 0.92
C -6.2597 11.3101 14.3058 0.03 -0.23 1.77
N -6.6917 10.3438 13.4230 -1.11 0.10 -0.74
O -5.5886 10.9922 15.3063 0.69 -0.63 0.12
H -6.9817 12.6532 13.2232 -1.01 1.58 -1.68
H -6.4425 13.2568 14.8473 -0.10 0.39 -0.62
H -7.0086 9.5563 13.9619 0.47 -0.65 0.17
H -7.5070 10.5963 12.8339 0.95 0.02 0.34
N -6.7113 7.8327 11.6663 1.60 -0.26 -2.35
C -6.8775 8.7576 10.6930 -1.32 -0.34 1.27
N -6.0802 8.7496 9.5931 -1.17 0.06 0.51
O -7.8055 9.5764 10.8026 0.43 0.47 -0.27
H -5.8930 7.2430 11.5412 -0.58 -0.07 0.97
H -7.2277 7.9612 12.4957 -0.24 -0.40 0.91
H -6.1581 9.6688 9.2484 0.48 0.89 -1.24
H -5.2126 8.2850 9.5324 0.87 -0.33 0.15
N -1.7426 14.2464 15.3587 0.47 0.44 0.40
C -1.5185 14.9697 16.5205 0.62 -0.32 -1.21
N -0.8006 16.1243 16.2934 0.04 0.20 0.85
O -1.9009 14.6707 17.6399 -0.42 -0.18 -0.23
H -1.1648 14.5350 14.5754 -0.35 -0.05 0.14
H -1.7374 13.2496 15.4607 -0.50 -0.60 0.05
H -0.0996 16.1469 15.5578 -0.32 -0.01 0.43
H -0.5242 16.4556 17.2115 0.29 0.46 -0.48
C -0.0596 5.9142 15.0924 -1.60 0.18 -0.22
C -0.6387 7.2561 15.6632 1.57 0.27 -1.29
O -2.0024 7.0905 15.8792 -1.35 0.37 0.25
H -0.3356 5.1101 15.8082 0.24 0.44 -0.40
H 1.0319 5.9369 14.9959 -0.31 0.10 -0.14
H -0.5803 5.6541 14.1126 0.87 0.38 1.11
H -0.3795 8.1359 14.9954 -0.54 -0.92 0.21
H -0.0560 7.4808 16.5498 -0.19 -0.01 0.72
H -2.5631 7.8903 16.0784 1.11 -0.81 -0.18
C -4.1847 9.9948 18.3624 -0.22 -1.32 -0.67
C -5.0113 8.9889 17.5610 -0.47 -0.15 0.13
O -4.5148 8.5096 16.2997 1.02 1.28 -0.89
H -4.7291 10.1792 19.3028 0.26 0.41 -0.51
H -4.0252 10.8212 17.7101 0.27 1.18 0.15
H -3.2372 9.5050 18.6040 0.05 0.27 0.02
H -5.9902 9.3612 17.2537 -0.23 0.26 0.98
H -5.0588 8.1575 18.2574 -0.57 -0.66 -0.50
H -4.5732 9.2882 15.6503 -0.17 -1.19 1.25
C -3.2278 15.1577 12.2655 -0.20 -0.35 -0.43
C -2.2465 15.1592 11.1568 1.20 -0.75 -1.18
O -2.4281 14.0226 10.2927 0.53 0.35 0.39
H -3.1287 14.2587 12.8423 0.20 -0.41 0.61
H -4.2441 15.1312 11.8724 -0.06 0.57 0.13
H -2.9646 16.0245 12.8272 -0.56 0.67 0.95
H -1.1938 15.0916 11.5489 -0.81 0.08 -0.30
H -2.3086 16.0899 10.5666 -0.01 -0.23 0.12
H -3.3827 13.8200 10.2779 -0.03 0.08 -0.39
C -2.6746 9.4400 13.1434 -0.75 -0.69 0.87
C -2.0273 10.7399 13.5693 0.62 -0.07 -1.00
O -2.4651 11.3090 14.7609 -1.99 0.01 1.36
H -2.2063 8.8874 12.3474 0.77 0.32 -0.51
H -3.6984 9.5632 12.7643 0.01 0.04 0.55
H -2.6393 8.7113 13.9817 -0.41 0.48 -0.28
H -2.0765 11.4976 12.7889 0.01 -0.04 -0.40
H -0.9993 10.5639 13.8069 0.97 -0.27 -0.42
H -3.4444 11.2318 14.8360 0.65 0.24 -0.07
```
Positions in Å, forces in eV/Å.

In elementary charge units, the Löwdin charges are: N 0.1619; C -0.6812; N 0.1309; O 0.0305; H 0.1117; H 0.0724; H 0.0908; H 0.0975; N 0.1467; C -0.6666; N 0.1577; O 0.0194; H 0.0946; H 0.0685; H 0.1301; H 0.0453; N 0.1366; C -0.5871; N 0.2029; O 0.0302; H 0.1012; H 0.1103; H 0.0282; H 0.0376; N 0.1667; C -0.5658; N 0.1727; O -0.0255; H 0.0519; H 0.0966; H 0.0559; H 0.0530; N 0.2329; C -0.6335; N 0.1574; O -0.0339; H 0.0482; H 0.0829; H 0.0736; H 0.0942; N 0.1911; C -0.6663; N 0.1894; O -0.0390; H 0.1157; H 0.0601; H 0.0890; H 0.0929; N 0.1684; C -0.6555; N 0.1381; O 0.0151; H 0.0915; H 0.0682; H 0.0986; H 0.1043; C -0.0853; C -0.3501; O -0.1104; H 0.0724; H 0.0633; H 0.0849; H 0.1107; H 0.0935; H 0.0710; C -0.0569; C -0.2995; O -0.1626; H 0.0928; H 0.0381; H 0.0807; H 0.0995; H 0.1120; H 0.0850; C -0.0971; C -0.3124; O -0.1213; H 0.0565; H 0.0787; H 0.0710; H 0.1157; H 0.1130; H 0.0164; C -0.0560; C -0.3217; O -0.0906; H 0.0616; H 0.0570; H 0.0652; H 0.0946; H 0.1034; H 0.0680

***

Here is a 11-piece molecular cluster, C15H52O11 overall from OMol25. Energies are from ωB97M-V/def2-TZVPD.

Computed properties:
* E: -1430.0795 Ha
* energy above the lowest of the compared OMol25 structures with the same formula, charge and spin: 6.775 eV

The geometry in XYZ format:
```
78
Properties=species:S:1:pos:R:3:forces:R:3
C -3.5213 0.8918 6.3218 -0.25 -1.43 0.58
C -3.4540 0.0048 5.0719 -2.66 1.43 0.56
C -4.5662 0.5175 4.1293 1.29 0.06 -0.57
O -2.1725 0.1167 4.5727 1.07 -0.32 -1.13
H -3.3256 1.9470 6.1315 -0.08 -0.15 -0.32
H -2.7747 0.5236 7.0255 0.06 0.18 0.26
H -4.5006 0.7486 6.7786 -0.03 0.30 0.22
H -3.6840 -1.0518 5.2088 -0.03 -0.13 0.78
H -4.6040 -0.1151 3.2424 -0.17 0.13 -0.13
H -4.2734 1.5270 3.8409 -0.11 0.10 -0.28
H -5.5566 0.5922 4.5784 0.21 -0.31 0.25
H -1.7037 -0.4970 5.1429 0.71 0.12 -0.25
C 1.2837 0.0210 -0.4529 -0.03 1.21 -0.92
C -0.1032 -0.5070 -0.9064 2.54 -2.02 1.13
C -0.1553 -2.0500 -0.7738 -0.32 -0.30 -1.17
O -1.0736 0.0144 -0.0767 -1.71 1.42 0.00
H 1.3556 1.0753 -0.7202 -0.42 0.40 0.25
H 2.1714 -0.3143 -0.9892 -0.18 -0.95 0.11
H 1.4292 -0.0116 0.6269 -0.05 -0.43 -0.01
H -0.2900 -0.2147 -1.9397 -0.27 0.10 0.14
H 0.3592 -2.6090 -1.5554 0.39 0.38 -0.30
H -1.1918 -2.3471 -0.9336 -0.17 -0.06 0.40
H 0.2366 -2.4973 0.1397 -0.18 0.54 0.38
H -0.9457 -0.1844 0.8537 0.35 -0.22 -0.04
C -2.7701 -5.0062 2.5719 -0.27 0.18 0.42
O -1.6054 -5.6960 2.9501 0.65 0.02 0.40
H -2.7515 -4.0235 3.0431 0.45 0.18 -0.26
H -2.8218 -4.9036 1.4879 -0.34 0.02 0.00
H -3.6695 -5.4285 3.0200 -0.19 -0.47 -0.41
H -1.6721 -6.6437 2.8122 -0.29 0.09 -0.14
C -2.2559 -3.5752 -5.6042 0.96 1.35 0.91
O -3.6256 -3.3472 -5.5000 -1.26 -0.34 -0.72
H -1.8748 -3.6824 -6.6198 -0.16 -0.56 -0.01
H -1.8372 -2.6277 -5.2653 0.53 -0.05 0.14
H -1.9510 -4.3314 -4.8807 0.30 -0.37 -0.43
H -4.0335 -3.8448 -6.2125 -0.41 0.00 0.15
C 4.7213 2.3113 -5.3579 1.00 -0.42 0.48
O 3.9023 3.2254 -5.9879 -1.24 0.87 -0.86
H 5.1054 1.5879 -6.0771 0.07 0.14 -0.14
H 5.5446 2.8903 -4.9396 0.41 -0.66 0.36
H 4.2074 1.7297 -4.5926 -0.06 0.10 0.29
H 3.9739 4.0599 -5.5188 -0.18 -0.04 -0.11
C 7.4825 0.1854 -0.7820 -0.50 1.35 -0.52
O 7.5489 1.3273 -1.6606 0.41 -0.10 0.25
H 6.4331 0.0615 -0.5148 -0.14 -0.91 -0.39
H 7.9695 -0.5720 -1.3963 -0.45 -0.44 0.59
H 7.9499 0.3149 0.1941 0.70 0.18 -0.17
H 7.1184 2.0961 -1.2796 -0.04 0.00 0.26
C 4.5074 -4.6490 1.6629 -0.27 0.73 0.30
O 5.4808 -5.6570 1.8023 -0.06 -0.25 -0.13
H 3.5154 -5.0235 1.4104 0.30 -0.47 -0.12
H 4.3948 -4.1223 2.6106 -0.13 0.20 0.11
H 4.8032 -3.9187 0.9097 -0.07 0.08 -0.19
H 6.2582 -5.1884 2.1149 0.22 -0.29 0.01
C -3.4088 3.1311 -2.7403 -0.55 -0.81 -1.04
O -2.3265 3.3913 -1.9130 0.49 0.26 0.67
H -4.3056 2.7778 -2.2315 -0.25 0.53 0.42
H -3.6100 4.0004 -3.3664 -0.09 0.02 0.25
H -3.1957 2.2936 -3.4046 0.24 -0.04 -0.44
H -2.1355 2.5809 -1.4351 0.19 -0.03 0.20
C 5.0939 5.4958 -1.3317 -0.66 -0.70 1.31
O 5.9251 4.9510 -0.2909 0.65 0.02 -0.65
H 4.7241 6.4684 -1.0067 0.16 0.25 -0.51
H 5.5967 5.4984 -2.2988 0.28 0.18 0.38
H 4.2312 4.8327 -1.3959 -0.27 0.08 -0.42
H 5.4884 5.0451 0.5589 -0.16 0.10 -0.13
C -0.6205 4.7177 3.3791 -0.59 0.54 0.48
O -0.1521 6.0620 3.2238 0.25 -0.47 -0.11
H -1.4870 4.5576 2.7374 0.15 -0.33 -0.29
H 0.1622 3.9795 3.2045 0.03 0.37 -0.22
H -0.9801 4.5981 4.4011 0.08 -0.29 0.20
H -0.8864 6.6185 3.4937 0.08 0.17 -0.05
C -6.2313 -2.2039 -1.2143 1.17 0.07 -0.40
O -6.5791 -3.1125 -2.2463 -0.60 -0.23 0.32
H -6.4705 -1.1781 -1.4947 -0.32 0.09 0.25
H -6.6321 -2.4767 -0.2381 -0.50 -0.13 -0.39
H -5.1489 -2.2476 -1.0937 0.25 0.19 0.21
H -6.0394 -2.9105 -3.0141 0.05 0.01 -0.02
```
Positions in Å, forces in eV/Å.

In elementary charge units, the Löwdin charges are: C -0.0619; C -0.5311; C -0.0548; O -0.0366; H 0.0836; H 0.0721; H 0.0767; H 0.1325; H 0.0719; H 0.0775; H 0.0787; H 0.0926; C -0.0589; C -0.4885; C -0.0612; O -0.0488; H 0.0670; H 0.0729; H 0.0769; H 0.1377; H 0.0699; H 0.0686; H 0.0761; H 0.0959; C -0.1753; O -0.1214; H 0.0702; H 0.0764; H 0.0751; H 0.0754; C -0.1854; O -0.1192; H 0.0824; H 0.0736; H 0.0776; H 0.0744; C -0.1929; O -0.1123; H 0.0795; H 0.0794; H 0.0723; H 0.0739; C -0.1439; O -0.1396; H 0.0684; H 0.0828; H 0.0678; H 0.0577; C -0.1814; O -0.1150; H 0.0786; H 0.0729; H 0.0720; H 0.0729; C -0.1962; O -0.1060; H 0.0737; H 0.0823; H 0.0705; H 0.0666; C -0.1431; O -0.1414; H 0.0763; H 0.0768; H 0.0689; H 0.0693; C -0.1577; O -0.1306; H 0.0733; H 0.0784; H 0.0689; H 0.0675; C -0.1666; O -0.1234; H 0.0736; H 0.0780; H 0.0671; H 0.0680

***

Here is a 12-piece molecular cluster, C15H54N10O12 overall from OMol25. Energies are from ωB97M-V/def2-TZVPD.

Computed properties:
* E: -2054.2720 Ha
* energy above the lowest of the compared OMol25 structures with the same formula, charge and spin: 0.000 eV

The geometry in XYZ format:
```
91
Properties=species:S:1:pos:R:3:forces:R:3
N -0.0449 2.0974 -2.6638 -2.61 1.98 3.32
C 0.5861 1.4454 -3.5648 1.08 3.77 -7.76
N 1.0991 0.3464 -3.1258 2.42 -3.69 0.05
O 0.7301 1.8794 -4.8518 -0.49 -1.91 5.34
H -0.4309 3.0094 -2.8298 -0.05 -0.02 -0.19
H -0.2269 1.6944 -1.6898 0.81 1.24 -1.69
H 1.7931 -0.0606 -3.7438 -0.18 -0.16 0.41
H 0.8441 -0.0566 -2.2008 1.03 0.32 -0.82
N -0.7059 1.0344 -0.2348 -2.02 2.28 0.63
C -0.1019 -0.0866 -0.0598 3.73 -2.09 7.34
N -0.0179 -0.9256 -1.0318 -1.05 -2.68 -2.90
O 0.5461 -0.4076 1.0902 -2.47 1.53 -4.11
H -0.7129 1.5814 0.6082 -0.08 0.88 0.22
H -1.5539 1.1144 -0.8218 0.29 -0.11 0.25
H 0.3411 -1.8166 -0.7058 0.22 -0.42 -0.21
H -0.7589 -0.8926 -1.7578 0.44 -0.40 0.59
N 2.7161 0.7644 4.7692 -2.16 1.21 6.00
C 2.1911 0.8084 3.5822 -4.14 5.95 -1.35
N 2.7861 0.0174 2.8122 0.76 -2.82 -6.00
O 1.3371 1.7424 3.1562 3.35 -3.54 2.32
H 1.9221 1.0434 5.3842 1.36 0.15 0.20
H 3.0841 -0.1146 5.1012 0.24 -0.02 -0.28
H 2.3651 0.1554 1.8932 0.04 -1.35 -0.23
H 3.1291 -0.8876 3.0702 0.04 -0.06 0.01
N -0.7769 -4.1956 -0.4268 -5.30 1.05 -0.01
C 0.5121 -4.3036 -0.3998 3.33 5.07 2.64
N 0.8921 -5.3886 -0.9828 3.71 -4.02 -2.22
O 1.3391 -3.3686 0.1472 -3.38 -3.97 -2.35
H -1.2699 -3.3846 0.0312 0.60 -1.06 -0.67
H -1.3799 -4.8926 -0.9738 1.40 1.71 1.40
H 1.9051 -5.5486 -1.0868 -1.04 0.17 0.10
H 0.2851 -6.0376 -1.5108 0.60 0.97 0.80
N -0.7569 5.0524 0.5952 0.79 1.14 3.09
C -1.2879 4.7824 -0.5508 -2.79 -6.66 -1.39
N -1.1569 5.6524 -1.5008 0.16 3.62 -5.63
O -1.8779 3.5774 -0.7878 2.22 4.86 0.62
H -0.8689 4.2914 1.2592 0.17 0.03 0.51
H -0.5979 6.0184 0.9312 -0.09 -1.24 -0.50
H -1.5419 5.4464 -2.4798 0.70 0.17 2.49
H -0.5459 6.5204 -1.5078 -1.13 -1.91 0.58
C 2.8041 1.7914 -0.1078 -0.20 1.40 -1.19
C 4.3091 1.8294 0.1472 -0.58 -0.44 -0.23
O 4.4891 1.8964 1.5962 0.66 0.34 -1.65
H 2.1981 2.6824 0.1512 0.70 -0.22 0.18
H 2.3861 0.9754 0.4132 -0.51 -0.86 0.55
H 2.5531 1.5874 -1.1528 0.31 0.04 -0.20
H 4.8581 2.5954 -0.4828 -0.59 -0.31 1.53
H 4.6591 0.8654 -0.2738 0.25 0.28 0.57
H 3.9201 1.1914 1.9472 0.54 0.39 -0.09
C -0.2599 -4.3656 4.4552 0.31 -0.34 -0.77
C 0.0211 -4.0226 2.9512 -4.20 2.50 1.94
O 0.1581 -2.5666 2.9732 -0.22 -0.56 -0.66
H 0.5951 -3.9996 5.0012 0.22 0.31 0.41
H -0.2739 -5.4466 4.6492 -0.20 0.14 -0.25
H -1.1819 -3.9086 4.8812 0.65 -0.21 -0.65
H -0.9059 -4.3006 2.3702 0.94 0.14 0.27
H 0.8421 -4.4756 2.5422 2.20 -1.20 -0.86
H 0.1191 -2.1336 2.0812 0.47 -0.55 0.61
C -3.1519 2.3464 1.9202 -0.28 -1.51 0.42
C -1.8869 1.8744 2.6642 -0.81 -0.16 -2.65
O -0.8789 2.7134 2.2302 2.06 0.40 -0.90
H -3.1729 1.8504 0.9362 -0.02 0.55 0.21
H -3.2229 3.4254 1.7852 0.27 -0.12 0.10
H -4.0369 1.9954 2.4632 -0.04 0.11 -0.07
H -1.6189 0.8194 2.4572 -0.35 0.18 -0.13
H -1.8809 1.9834 3.6742 -0.91 0.09 3.26
H -0.0229 2.3214 2.5482 -0.13 0.39 -0.12
C 3.9341 -1.8396 -1.3938 -0.81 -0.31 -1.16
O 4.2771 -1.5686 -0.1038 0.96 0.43 2.28
H 4.2411 -1.0196 -2.0318 0.23 0.16 -0.11
H 2.8581 -1.9156 -1.4278 -0.58 -0.21 -0.56
H 4.3771 -2.7696 -1.7398 0.12 -0.20 -0.35
H 3.9261 -2.2686 0.4582 -0.12 0.10 -0.09
C -3.2849 -1.3076 0.1442 -1.33 1.80 -0.77
O -2.2429 -1.9866 0.7292 0.92 -0.51 1.12
H -3.4109 -0.2356 0.4032 0.78 -0.36 -0.02
H -4.2199 -1.7046 0.3912 -1.65 -1.01 0.86
H -3.3339 -1.3846 -0.9338 0.98 -0.06 -0.38
H -2.3669 -1.9966 1.6992 0.30 0.06 -0.66
C -3.9309 0.9224 -2.4778 -1.41 0.17 -0.75
O -2.5789 0.9864 -2.2438 0.70 -1.08 0.92
H -4.2439 1.9224 -2.7608 -0.67 -0.01 -0.21
H -4.4919 0.6084 -1.6218 0.06 0.22 1.09
H -4.2559 0.1594 -3.1958 0.47 0.24 -0.56
H -2.1459 1.4104 -2.9738 0.46 0.34 -0.50
C -1.6109 -0.4806 -5.0008 0.34 1.06 -0.29
O -1.0699 -1.0996 -3.8708 -0.38 -0.84 -0.01
H -1.5369 0.6074 -5.0118 -0.03 0.09 0.30
H -2.5899 -0.7886 -5.1478 -2.44 -0.32 0.73
H -1.2979 -0.7666 -5.9768 1.77 -0.62 -0.72
H -0.2079 -0.7196 -3.6748 0.28 0.15 -0.43
```
Positions in Å, forces in eV/Å.

In elementary charge units, the Löwdin charges are: N 0.1816; C -0.6814; N 0.1368; O -0.1222; H 0.1061; H 0.0756; H 0.1452; H 0.0672; N 0.1936; C -0.6074; N 0.1819; O -0.0891; H 0.0884; H 0.0829; H 0.0849; H 0.1201; N 0.1768; C -0.6546; N 0.1796; O -0.0432; H 0.1414; H 0.1153; H 0.0829; H 0.1480; N 0.1581; C -0.6536; N 0.1554; O -0.0973; H 0.0931; H 0.1605; H 0.1366; H 0.1328; N 0.1827; C -0.6546; N 0.1332; O -0.1108; H 0.0760; H 0.1402; H 0.1533; H 0.1458; C -0.0906; C -0.2624; O -0.0941; H 0.0939; H 0.0090; H 0.0617; H 0.1248; H 0.0833; H 0.0133; C -0.0849; C -0.2803; O -0.1320; H 0.0542; H 0.0648; H 0.0797; H 0.1049; H 0.0609; H 0.0350; C -0.0577; C -0.3083; O -0.1486; H 0.0422; H 0.0737; H 0.0710; H 0.1148; H 0.0804; H 0.0393; C -0.2000; O -0.1103; H 0.0799; H 0.0509; H 0.0793; H 0.0807; C -0.1635; O -0.1169; H 0.0795; H 0.0658; H 0.0836; H 0.1225; C -0.1463; O -0.1455; H 0.0963; H 0.0661; H 0.0875; H 0.0567; C -0.1669; O -0.1179; H 0.0783; H 0.0523; H 0.0732; H 0.0049

***

Gap between HOMO and LUMO values (in Ha) by entry order: 0.373; 0.377; 0.328.